Record 1
20
Properties=species:S:1:pos:R:3:lowdin_charge:R:1 method="wB97M-V/def2-TZVPD" e_homo_ev="-7.892 / -7.892" lumo_energy_ha="0.0335 / 0.0335" multiplicity=1 gap_ev="8.8 / 8.8"
C 2.112 0.227 1.871 -0.102
C -0.330 -1.906 -1.524 -0.108
C -2.236 1.383 -0.220 -0.075
N 1.896 0.008 0.492 -0.096
N 0.598 -0.926 -1.034 -0.155
N -0.780 1.078 -0.076 -0.227
N 0.886 -0.951 0.223 0.010
O -0.644 0.206 0.994 -0.253
H 1.877 -0.843 2.341 0.142
H 3.092 0.406 1.962 0.025
H 1.401 0.983 2.221 0.076
H -0.312 -2.967 -1.080 0.111
H -1.398 -1.701 -1.490 0.062
H -0.142 -1.944 -2.623 0.084
H -2.635 0.440 -0.130 0.036
H -2.579 2.092 0.525 0.074
H -2.448 1.747 -1.266 0.091
H 1.805 0.726 -0.167 0.086
H 0.165 0.050 -1.294 0.136
H -0.327 1.893 0.276 0.084

Record 2
20
Properties=species:S:1:pos:R:3:lowdin_charge:R:1 method="wB97M-V/def2-TZVPD" e_homo_ev="-7.904 / -8.201" lumo_energy_ha="-0.0446 / -0.0156" multiplicity=1 gap_ev="6.7 / 7.8"
C 0.224 -0.825 2.639 -0.250
N 0.878 1.446 1.076 0.069
O 0.609 0.405 2.857 -0.135
H 1.584 2.120 1.355 0.055
H -0.039 1.860 1.199 0.057
H 0.893 -1.590 3.060 0.087
H 0.290 -1.201 1.312 0.114
H -0.832 -1.035 2.873 0.083
C -1.421 -1.000 -1.454 -0.037
N 0.580 0.478 -1.472 -0.066
C -0.026 -0.616 -1.035 -0.514
N 0.003 1.157 -2.541 0.008
N 0.573 -1.370 -0.107 0.073
H 0.966 1.159 0.056 0.009
H -0.996 1.334 -2.455 0.072
H 0.502 2.026 -2.678 0.077
H 1.537 -1.066 0.016 0.071
H -1.717 -1.922 -0.961 0.074
H -2.144 -0.216 -1.206 0.075
H -1.460 -1.143 -2.535 0.078

Record 3
21
Properties=species:S:1:pos:R:3:lowdin_charge:R:1 method="wB97M-V/def2-TZVPD" e_homo_ev=-16.737 lumo_energy_ha=-0.2771 multiplicity=1 gap_ev=9.2 total_charge=+2
C 0.781 -0.638 -0.055 -0.223
C -0.236 -1.401 0.166 -0.028
C -0.519 1.203 0.712 -0.195
N 0.697 0.739 -0.008 -0.134
N -1.610 0.288 0.538 -0.051
N 2.112 -1.240 -0.254 0.268
N -0.918 -2.482 0.175 0.200
N 1.952 1.375 0.219 0.073
N -2.507 0.606 -0.555 0.188
H -0.490 1.090 1.792 0.140
H -0.621 2.229 0.390 0.135
H 2.806 -0.481 -0.295 0.156
H 2.420 -1.890 0.516 0.212
H -1.003 -3.067 -0.657 0.159
H -1.219 -2.934 0.999 0.135
H 2.062 2.075 1.042 0.174
H 2.123 1.972 -0.531 0.077
H 2.312 -1.974 -1.003 0.224
H -3.266 1.245 -0.263 0.197
H -3.103 -0.139 -0.760 0.144
H -1.944 0.969 -1.277 0.148

Record 4
17
Properties=species:S:1:pos:R:3:lowdin_charge:R:1 method="wB97M-V/def2-TZVPD" e_homo_ev="-3.295 / -11.818" lumo_energy_ha="0.0333 / 0.0229" multiplicity=2 gap_ev="4.2 / 12.4"
C -0.157 -0.222 0.058 -0.263
C -1.595 -0.290 -0.374 -0.281
C -2.449 -0.247 0.916 -0.109
N 0.814 -0.001 -1.134 0.024
H 0.093 0.615 0.700 0.103
H 0.208 -1.141 0.493 0.084
H -1.795 -1.204 -0.927 0.095
H -1.904 0.589 -0.937 0.098
H -2.184 -1.014 1.635 0.071
H -2.373 0.746 1.349 0.071
H -3.484 -0.384 0.606 0.070
H 0.881 -0.822 -1.791 0.027
H 0.719 0.882 -1.689 0.057
H 1.811 0.030 -0.836 0.044
H 3.672 0.066 0.786 0.017
H 4.253 1.452 0.724 0.029
O 3.490 0.944 0.421 -0.139

Record 5
17
Properties=species:S:1:pos:R:3:lowdin_charge:R:1 method="wB97M-V/def2-TZVPD" e_homo_ev=-16.225 lumo_energy_ha=-0.1194 multiplicity=1 gap_ev=13.0 total_charge=+1
C -1.916 0.640 -0.640 -0.062
C -0.890 -0.341 -0.178 -0.368
C 0.075 -0.784 -1.275 -0.048
N 0.007 0.326 0.889 0.209
H -2.675 1.083 0.009 0.097
H -1.467 1.418 -1.263 0.099
H -2.611 0.124 -1.320 0.107
H -1.308 -1.240 0.269 0.149
H 0.626 0.103 -1.616 0.096
H -0.293 -1.230 -2.193 0.099
H 0.839 -1.472 -0.901 0.088
H -0.246 0.053 1.840 0.172
H 1.016 0.159 0.745 0.106
H -0.172 1.327 0.786 0.163
H 3.239 0.739 1.686 0.055
H 3.058 -0.860 1.376 0.077
O 2.717 -0.046 1.785 -0.038

Record 6
17
Properties=species:S:1:pos:R:3:lowdin_charge:R:1 method="wB97M-V/def2-TZVPD" e_homo_ev="-20.414 / -20.413" lumo_energy_ha="-0.2917 / -0.5382" multiplicity=2 gap_ev="12.5 / 5.8" total_charge=+2
C 1.301 1.627 0.603 -0.138
C -0.078 1.595 -0.041 -0.073
N 2.031 0.297 0.383 0.197
H 1.958 2.408 0.197 0.145
H 1.152 1.758 1.671 0.135
H -0.833 1.711 0.725 0.087
H -0.466 0.811 -0.717 0.067
H 2.791 0.097 1.037 0.184
H 1.284 -0.385 0.302 0.125
H 2.474 0.257 -0.545 0.182
H -0.224 2.445 -0.703 0.098
C -2.329 -1.707 -0.480 0.066
O -0.919 -1.633 -0.430 0.219
H -0.566 -2.547 -0.580 0.200
H -2.671 -1.536 -1.519 0.200
H -2.781 -0.894 0.132 0.157
H -2.636 -2.610 0.051 0.149

Record 7
17
Properties=species:S:1:pos:R:3:lowdin_charge:R:1 method="wB97M-V/def2-TZVPD" e_homo_ev="-21.817 / -21.814" lumo_energy_ha="-0.3016 / -0.5589" multiplicity=2 gap_ev="13.6 / 6.6" total_charge=+2
C -0.939 -1.166 2.039 0.072
O -0.063 -0.071 2.120 0.217
H -1.784 -0.975 1.340 0.184
H -0.321 -2.006 1.663 0.191
H -1.367 -1.352 3.022 0.141
H -0.060 0.288 3.046 0.218
C 1.653 0.249 -1.254 0.042
N 0.341 0.761 -0.619 -0.013
C -0.798 0.479 -1.572 0.017
H 2.043 1.139 -1.746 0.118
H 2.399 0.097 -0.479 0.106
H 1.501 -0.646 -1.840 0.107
H 0.549 1.756 -0.566 0.179
H 0.144 0.241 0.241 0.098
H -1.706 0.308 -0.992 0.096
H -0.580 -0.410 -2.156 0.105
H -1.013 1.305 -2.247 0.122

Record 8
18
Properties=species:S:1:pos:R:3:lowdin_charge:R:1 method="wB97M-V/def2-TZVPD" e_homo_ev=-12.757 lumo_energy_ha=-0.1495 multiplicity=1 gap_ev=8.7 total_charge=+1
C -2.133 0.193 2.201 -0.050
C -1.325 -0.709 1.239 -0.109
C -0.014 -0.963 1.429 -0.102
N 1.163 -0.511 0.636 0.159
H -3.154 0.004 1.881 0.078
H -1.836 1.220 2.001 0.085
H -1.754 -0.058 3.197 0.091
H -2.037 -1.128 0.543 0.111
H 0.420 -1.219 2.422 0.127
H 1.814 -0.007 1.227 0.161
H 0.793 0.148 -0.130 0.097
H 1.632 -1.328 0.239 0.163
H 0.577 0.439 -2.300 0.032
H -0.212 1.524 -1.358 0.081
O 0.085 0.621 -1.476 -0.029
H 1.571 1.204 -4.201 0.068
H 2.597 0.074 -3.952 0.068
O 1.813 0.496 -3.599 -0.031

Record 9
18
Properties=species:S:1:pos:R:3:lowdin_charge:R:1 method="wB97M-V/def2-TZVPD" e_homo_ev=-14.467 lumo_energy_ha=-0.1145 multiplicity=1 gap_ev=11.3 total_charge=+1
C 1.990 0.088 -0.037 -0.032
C 1.068 -0.815 0.712 -0.350
C 1.097 -1.046 2.006 0.112
N -0.046 -1.308 -0.129 0.213
H 1.499 1.023 -0.296 0.090
H 2.319 -0.384 -0.977 0.098
H 2.894 0.289 0.535 0.097
H 0.376 -1.617 2.571 0.086
H 1.920 -0.582 2.527 0.088
H 0.172 -1.111 -1.114 0.165
H -0.166 -2.318 -0.132 0.176
H -0.980 -0.854 0.020 0.111
H -3.196 0.154 0.041 0.085
H -2.485 0.270 -1.286 0.060
O -2.511 -0.281 -0.487 -0.041
H -1.325 2.880 -0.529 0.046
H -1.311 3.164 -2.034 0.053
O -1.313 2.449 -1.389 -0.057

Record 10
18
Properties=species:S:1:pos:R:3:lowdin_charge:R:1 method="wB97M-V/def2-TZVPD" e_homo_ev=-14.520 lumo_energy_ha=-0.1139 multiplicity=1 gap_ev=11.4 total_charge=+1
C 0.210 0.600 -2.502 -0.029
C 0.456 -0.028 -1.161 -0.340
C 0.163 -1.266 -0.806 0.096
N 1.346 0.768 -0.281 0.206
H 0.219 1.687 -2.539 0.087
H 0.955 0.266 -3.225 0.100
H -0.779 0.294 -2.852 0.097
H 0.543 -1.752 0.086 0.088
H -0.402 -1.887 -1.487 0.091
H 1.866 1.519 -0.731 0.169
H 2.080 0.124 0.030 0.173
H 0.838 1.111 0.577 0.107
H -0.809 0.169 1.961 0.038
H -0.518 1.604 2.530 0.085
O -0.228 0.974 1.851 -0.068
H -2.325 -1.268 3.530 0.069
H -1.947 -1.767 2.173 0.058
O -1.666 -1.147 2.847 -0.028

Record 11
19
Properties=species:S:1:pos:R:3:lowdin_charge:R:1 method="wB97M-V/def2-TZVPD" e_homo_ev=-12.951 lumo_energy_ha=-0.1193 multiplicity=1 gap_ev=9.7 total_charge=+1
C 0.157 1.192 -1.455 -0.174
O -0.338 0.461 -2.640 -0.135
C 0.275 0.171 -0.342 -0.333
C 0.692 0.709 1.036 -0.382
S 2.372 -0.214 1.433 0.724
N -1.159 -0.527 -0.470 0.146
H 1.132 1.511 -1.857 0.144
H -0.460 2.030 -1.450 0.114
H 0.465 0.331 -3.287 0.166
H 0.974 -0.636 -0.704 0.127
H 0.712 1.797 0.990 0.082
H 0.034 0.499 1.916 0.088
H 1.959 -1.092 2.307 -0.180
H -1.011 -1.548 -0.213 0.173
H -2.012 -0.146 0.140 0.167
H -1.390 -0.627 -1.508 0.156
H -4.269 -0.715 0.790 0.117
H -3.231 -1.626 1.683 0.056
O -3.349 -1.097 0.905 -0.057

Record 12
20
Properties=species:S:1:pos:R:3:lowdin_charge:R:1 method="wB97M-V/def2-TZVPD" e_homo_ev=-13.367 lumo_energy_ha=-0.1357 multiplicity=1 gap_ev=9.7 total_charge=+1
O -1.305 1.942 0.730 0.046
C -2.102 1.024 0.589 -0.078
C -1.295 -0.346 0.761 -0.266
C -1.720 -1.505 -0.173 -0.550
S -1.172 -1.681 -1.916 0.740
N 0.194 0.015 0.720 0.195
H -3.083 1.171 0.294 0.120
H -1.558 -0.772 1.788 0.175
H -2.755 -1.917 0.127 0.123
H -1.034 -2.438 0.069 0.082
H -1.947 -0.666 -2.337 -0.141
H 0.547 0.157 1.629 0.143
H 0.308 0.991 0.198 0.181
H 0.773 -0.738 0.356 0.110
H 3.456 -1.154 -0.149 0.077
H 2.860 0.215 -0.008 -0.051
O 2.773 -0.637 0.285 -0.013
H 1.724 1.911 -1.410 0.025
H 3.090 2.464 -0.909 0.128
O 2.247 1.964 -0.645 -0.046